[1]
A structure of composition C29H54N3OP2Ti in a non-equilibrium geometry. Source: the Open Molecules 2025 dataset; level of theory: the ωB97M-V functional and the def2-TZVPD basis.

The geometry in XYZ format:
```
90
C29H54N3OP2Ti, DFT the ωB97M-V functional and the def2-TZVPD basis
C -0.5988 -2.3913 -1.0022
C 1.6184 -2.3864 -0.1490
C -0.3792 -3.5989 -1.6632
C 1.8228 -3.6745 -0.7083
C 0.8328 -4.2696 -1.4591
H -1.1885 -4.0086 -2.2684
H 2.7862 -4.1577 -0.5453
H 0.9750 -5.2602 -1.8958
N 0.3706 -1.8010 -0.2852
P -2.3874 -0.7470 0.4771
P 2.4751 0.0876 0.8498
C -1.9578 -1.7020 -1.0609
H -1.9877 -1.0043 -1.9114
H -2.7434 -2.4440 -1.2485
C 0.0226 1.6775 1.7976
O 0.0537 2.6766 2.4302
C 2.6239 -1.6560 0.5303
H 3.5564 -2.1827 0.7296
C 3.3073 0.9189 -0.6839
C 3.5493 0.4264 2.4107
C -3.7011 0.5704 0.0201
C -3.1005 -2.1651 1.5227
C 2.8731 2.3965 -0.7134
H 3.2470 2.9650 0.1489
H 3.2741 2.8683 -1.6267
H 1.7778 2.4875 -0.7443
C 4.8357 0.7845 -0.6311
H 5.2959 1.3499 0.1889
H 5.1397 -0.2707 -0.5788
H 5.2555 1.1891 -1.5656
C 2.8339 0.2303 -1.9681
H 3.2756 0.7512 -2.8320
H 3.1579 -0.8154 -2.0101
H 1.7473 0.2713 -2.0770
C 3.7908 1.9466 2.5207
H 2.8425 2.5054 2.4835
H 4.2530 2.1550 3.4996
H 4.4708 2.3340 1.7527
C 2.8402 -0.0096 3.7036
H 1.9407 0.5862 3.9207
H 2.6294 -1.0889 3.7260
H 3.5324 0.1778 4.5389
C 4.8549 -0.3754 2.3554
H 5.5018 -0.1130 1.5171
H 5.4214 -0.1755 3.2771
H 4.6528 -1.4515 2.3180
C -3.4092 -1.5696 2.9123
H -3.7735 -2.3792 3.5637
H -2.5346 -1.1183 3.4000
H -4.1835 -0.7905 2.8611
C -2.1119 -3.3457 1.6200
H -2.1216 -3.9416 0.6987
H -1.0744 -3.0646 1.8084
H -2.4361 -3.9935 2.4494
C -4.3769 -2.7664 0.9160
H -4.5687 -3.7182 1.4317
H -5.2616 -2.1451 1.0678
H -4.2702 -2.9911 -0.1516
C -3.6726 0.7885 -1.4933
H -3.9979 -0.0973 -2.0557
H -4.3622 1.6068 -1.7489
H -2.6754 1.0866 -1.8293
C -3.3109 1.8842 0.7245
H -2.3511 2.2792 0.3669
H -4.0872 2.6331 0.5007
H -3.2551 1.7689 1.8172
C -5.1356 0.2025 0.4208
H -5.5128 -0.6573 -0.1474
H -5.2513 0.0334 1.4995
H -5.7864 1.0530 0.1626
Ti -0.0100 0.0055 0.7955
N -0.3564 1.0524 -1.0158
C -0.3362 1.7230 -1.9740
C -0.3970 2.5856 -3.2035
C 0.7288 2.1542 -4.1476
C -1.7391 2.4114 -3.9222
C -0.2291 4.0509 -2.7876
H 1.7164 2.3349 -3.6977
H 0.6446 1.0847 -4.3936
H 0.6814 2.7192 -5.0912
H -2.5699 2.8106 -3.3250
H -1.7291 2.9610 -4.8767
H -1.9361 1.3557 -4.1563
H -0.2888 4.7100 -3.6676
H -1.0221 4.3512 -2.0873
H 0.7432 4.2175 -2.3024
N 0.0374 -1.0994 2.7352
H -0.8380 -1.5734 2.9793
H 0.2366 -0.4277 3.4750
H 0.7904 -1.7924 2.7776
```

Output
⟨S²⟩: 2.01
E_HOMO (spin up / spin down): -0.32478 / -0.32624 Ha
energy relative to the best compared isomer or geometry (same formula, charge and spin): 0.00 kJ/mol
net charge: +1
spin multiplicity: 3

Löwdin atomic charge list, values in e, 8 entries: C -0.351; C -0.368; C -0.061; C -0.035; C -0.062; H 0.110; H 0.115; H 0.115

***

[2]
An isolated molecule of C20H32N4O5S in a non-equilibrium geometry. Source: the Open Molecules 2025 dataset; level of theory: the ωB97M-V functional and the def2-TZVPD basis.

The geometry in XYZ format:
```
62
C20H32N4O5S, DFT the ωB97M-V functional and the def2-TZVPD basis
C 3.5890 2.8886 1.6139
N 2.4655 2.0106 1.4020
C 1.2757 2.6096 0.8327
C 0.4497 3.3487 1.8882
C -0.1500 2.3867 2.9179
C -1.3093 1.6253 2.2829
O -2.4043 2.1311 2.1275
N -1.0074 0.3720 1.9010
C -1.9202 -0.4699 1.1522
C -1.3978 -0.6445 -0.2745
C -2.2574 -1.6195 -1.1060
C -1.4739 -2.0143 -2.3652
C -3.5603 -0.9445 -1.5542
N -2.5427 -2.8556 -0.3876
C -2.9190 -2.8086 1.0214
C -2.7234 -4.2261 1.5735
C -4.4021 -2.4481 1.1727
C -2.0332 -1.8347 1.8264
S 2.8429 0.4823 0.8803
O 4.0371 0.0701 1.5475
O 1.6660 -0.3281 1.0194
C 3.1917 0.6658 -0.8754
C 4.4650 1.0555 -1.2535
C 4.7403 1.2695 -2.5917
C 3.7252 1.0875 -3.5247
N 4.0064 1.3141 -4.9273
O 5.1248 1.6746 -5.2206
O 3.1034 1.1323 -5.7135
C 2.4487 0.6875 -3.1454
C 2.1829 0.4791 -1.8043
H 3.8836 3.4063 0.6924
H 4.4132 2.2791 1.9748
H 3.3386 3.6295 2.3718
H 0.6795 1.7983 0.4143
H 1.5509 3.2985 0.0207
H 1.0780 4.0850 2.3911
H -0.3611 3.8812 1.3879
H -0.5486 2.9623 3.7540
H 0.6188 1.7037 3.2788
H -0.0510 0.0439 1.9447
H -2.8807 0.0523 1.1566
H -1.3661 0.3268 -0.7739
H -0.3778 -1.0346 -0.1995
H -2.0615 -2.7092 -2.9595
H -0.5318 -2.4937 -2.1028
H -1.2555 -1.1374 -2.9697
H -3.3541 -0.2353 -2.3521
H -4.2478 -1.6984 -1.9261
H -4.0382 -0.4061 -0.7444
H -1.7467 -3.4756 -0.4849
H -3.0024 -4.2666 2.6230
H -1.6841 -4.5381 1.4854
H -3.3431 -4.9257 1.0186
H -4.9839 -2.9962 0.4374
H -4.5811 -1.3881 1.0382
H -4.7469 -2.7222 2.1665
H -2.4376 -1.7176 2.8325
H -1.0253 -2.2517 1.9101
H 5.2262 1.1625 -0.4977
H 5.7206 1.5700 -2.9292
H 1.6923 0.5461 -3.9024
H 1.2101 0.1545 -1.4723
```

Output
E_HOMO: -0.32161 Ha
energy relative to the best compared isomer or geometry (same formula, charge and spin): 257.60 kJ/mol
net charge: 0
SMILES: CN(CCCC(=O)NC1CC(C)(C)NC(C)(C)C1)S(=O)(=O)c1ccc([N+](=O)[O-])cc1

Löwdin atomic charge list, values in e, 8 entries: C -0.080; N -0.282; C -0.209; C -0.154; C -0.094; C -0.503; O 0.056; N 0.106

***

[3]
An isolated molecule of C3H8N2S2 in a non-equilibrium geometry. Source: the Open Molecules 2025 dataset; level of theory: the ωB97M-V functional and the def2-TZVPD basis.

The geometry in XYZ format:
```
15
C3H8N2S2, DFT the ωB97M-V functional and the def2-TZVPD basis
C -2.4088 -0.2294 0.0370
N -1.0173 0.1603 0.0360
C 0.0094 -0.7720 -0.1234
S -0.2627 -2.4134 -0.2165
N 1.2473 -0.2660 -0.2394
C 1.5248 1.1808 -0.2722
S 2.6109 -1.2129 0.0135
H -2.5895 -0.9300 0.8322
H -3.0900 0.6324 0.1404
H -2.5602 -0.7340 -0.9140
H -0.7121 1.0344 0.4187
H 2.4976 1.3968 -0.7332
H 1.3441 1.6747 0.6768
H 0.8125 1.6270 -0.9925
H 2.5939 -1.1488 1.3365
```

Output
E_HOMO: -0.28959 Ha
energy relative to the best compared isomer or geometry (same formula, charge and spin): 99.78 kJ/mol
net charge: 0
SMILES: CNC(=S)N(C)S

Löwdin atomic charge list, values in e, 8 entries: C -0.126; N -0.070; C -0.921; S 0.593; N -0.587; C -0.129; S 0.792; H 0.060

***

[4]
An isolated molecule of C4H7N5S in a non-equilibrium geometry. Source: the Open Molecules 2025 dataset; level of theory: the ωB97M-V functional and the def2-TZVPD basis.

The geometry in XYZ format:
```
17
C4H7N5S, DFT the ωB97M-V functional and the def2-TZVPD basis
C 2.7728 0.0716 -0.8340
N 2.0610 -0.3871 0.3839
C 0.7616 -0.2771 0.7178
S 0.3382 -0.8466 2.1876
N -0.1365 0.1729 -0.2526
N -1.4833 0.1946 -0.0323
C -2.4001 -0.4728 -0.7437
N -3.5719 -0.3117 -0.2771
N -3.5151 0.4920 0.8049
C -2.2816 0.8189 1.0239
H 3.7066 -0.5084 -1.0020
H 1.9851 -0.2239 -1.6209
H 3.2663 1.0374 -0.8725
H 2.5236 -0.8637 1.0935
H 0.2348 0.8866 -0.7541
H -2.4146 -1.0501 -1.6762
H -1.8469 1.2675 1.8538
```

Output
E_HOMO: -0.32335 Ha
energy relative to the best compared isomer or geometry (same formula, charge and spin): 280.29 kJ/mol
net charge: 0
SMILES: CNC(=S)Nn1cnnc1

Löwdin atomic charge list, values in e, 8 entries: C -0.059; N -0.074; C -0.865; S 0.670; N 0.051; N -0.075; C -0.195; N -0.006

***

[5]
An isolated molecule of C3H4O3 in a non-equilibrium geometry. Source: the Open Molecules 2025 dataset; level of theory: the ωB97M-V functional and the def2-TZVPD basis.

The geometry in XYZ format:
```
10
C3H4O3, DFT the ωB97M-V functional and the def2-TZVPD basis
O -0.5286 0.1724 -1.6901
C -1.1505 0.5588 -0.7273
C -0.3169 0.6568 0.6194
O 1.0197 0.3115 0.2625
C 1.2640 -1.0057 0.1143
O 0.4893 -1.8878 0.3687
H -2.1268 0.6922 -1.2098
H -0.2389 1.6687 1.0325
H -0.6684 -0.0207 1.4062
H 2.2947 -1.1533 -0.2417
```

Output
E_HOMO: -0.37144 Ha
energy relative to the best compared isomer or geometry (same formula, charge and spin): 193.64 kJ/mol
net charge: 0
SMILES: O=CCOC=O

Löwdin atomic charge list, values in e, 8 entries: O 0.035; C -0.153; C -0.105; O -0.051; C -0.337; O 0.079; H 0.129; H 0.128

***

[6]
A cluster of 2 separate species, C6H10N in total in a non-equilibrium geometry. Source: the Open Molecules 2025 dataset; level of theory: the ωB97M-V functional and the def2-TZVPD basis.

The geometry in XYZ format:
```
17
C6H10N, DFT the ωB97M-V functional and the def2-TZVPD basis
C 0.5314 3.2012 0.2864
C 0.0931 -0.5289 -0.8905
C -0.3244 -0.9766 0.2284
C 0.5214 0.1130 -2.0644
C -1.7291 -0.9140 0.6944
C 0.8090 -1.3420 1.1805
N 0.6197 2.1924 -0.2474
H 0.4237 4.1592 0.7065
H 1.0792 0.9691 -1.8625
H -0.3127 0.7567 -2.3188
H 1.1855 -0.5100 -2.7934
H -2.0501 -1.8601 0.5420
H -2.4201 -0.2228 0.2837
H -1.7043 -0.5592 1.7253
H 0.4879 -1.2533 2.3037
H 1.7300 -0.7750 1.2069
H 1.0599 -2.4498 1.0192
```

Output
E_HOMO: -0.54571 Ha
energy relative to the best compared isomer or geometry (same formula, charge and spin): 320.74 kJ/mol
net charge: +1

Löwdin atomic charge list, values in e, 8 entries: C 0.033; C 0.136; C -0.283; C -0.026; C 0.020; C -0.003; N 0.091; H 0.067

***

Question: Which formula does entry 4 have?
Answer: C4H7N5S

***

Repeat the second record exactly.
An isolated molecule of C20H32N4O5S in a non-equilibrium geometry. Source: the Open Molecules 2025 dataset; level of theory: the ωB97M-V functional and the def2-TZVPD basis.

The geometry in XYZ format:
```
62
C20H32N4O5S, DFT the ωB97M-V functional and the def2-TZVPD basis
C 3.5890 2.8886 1.6139
N 2.4655 2.0106 1.4020
C 1.2757 2.6096 0.8327
C 0.4497 3.3487 1.8882
C -0.1500 2.3867 2.9179
C -1.3093 1.6253 2.2829
O -2.4043 2.1311 2.1275
N -1.0074 0.3720 1.9010
C -1.9202 -0.4699 1.1522
C -1.3978 -0.6445 -0.2745
C -2.2574 -1.6195 -1.1060
C -1.4739 -2.0143 -2.3652
C -3.5603 -0.9445 -1.5542
N -2.5427 -2.8556 -0.3876
C -2.9190 -2.8086 1.0214
C -2.7234 -4.2261 1.5735
C -4.4021 -2.4481 1.1727
C -2.0332 -1.8347 1.8264
S 2.8429 0.4823 0.8803
O 4.0371 0.0701 1.5475
O 1.6660 -0.3281 1.0194
C 3.1917 0.6658 -0.8754
C 4.4650 1.0555 -1.2535
C 4.7403 1.2695 -2.5917
C 3.7252 1.0875 -3.5247
N 4.0064 1.3141 -4.9273
O 5.1248 1.6746 -5.2206
O 3.1034 1.1323 -5.7135
C 2.4487 0.6875 -3.1454
C 2.1829 0.4791 -1.8043
H 3.8836 3.4063 0.6924
H 4.4132 2.2791 1.9748
H 3.3386 3.6295 2.3718
H 0.6795 1.7983 0.4143
H 1.5509 3.2985 0.0207
H 1.0780 4.0850 2.3911
H -0.3611 3.8812 1.3879
H -0.5486 2.9623 3.7540
H 0.6188 1.7037 3.2788
H -0.0510 0.0439 1.9447
H -2.8807 0.0523 1.1566
H -1.3661 0.3268 -0.7739
H -0.3778 -1.0346 -0.1995
H -2.0615 -2.7092 -2.9595
H -0.5318 -2.4937 -2.1028
H -1.2555 -1.1374 -2.9697
H -3.3541 -0.2353 -2.3521
H -4.2478 -1.6984 -1.9261
H -4.0382 -0.4061 -0.7444
H -1.7467 -3.4756 -0.4849
H -3.0024 -4.2666 2.6230
H -1.6841 -4.5381 1.4854
H -3.3431 -4.9257 1.0186
H -4.9839 -2.9962 0.4374
H -4.5811 -1.3881 1.0382
H -4.7469 -2.7222 2.1665
H -2.4376 -1.7176 2.8325
H -1.0253 -2.2517 1.9101
H 5.2262 1.1625 -0.4977
H 5.7206 1.5700 -2.9292
H 1.6923 0.5461 -3.9024
H 1.2101 0.1545 -1.4723
```

Output
E_HOMO: -0.32161 Ha
energy relative to the best compared isomer or geometry (same formula, charge and spin): 257.60 kJ/mol
net charge: 0
SMILES: CN(CCCC(=O)NC1CC(C)(C)NC(C)(C)C1)S(=O)(=O)c1ccc([N+](=O)[O-])cc1

Löwdin atomic charge list, values in e, 8 entries: C -0.080; N -0.282; C -0.209; C -0.154; C -0.094; C -0.503; O 0.056; N 0.106

***

Question: Which formula does entry 5 have?
Answer: C3H4O3